C14H29ClCuO5S as an isolated structure at a distorted geometry. Source: the Open Molecules 2025 dataset; level of theory: ωB97M-V/def2-TZVPD.

The geometry in XYZ format:
```
51
Properties=species:S:1:pos:R:3:forces:R:3
C 1.415793 -3.322044 0.935432 -0.2 -0.3 -0.4
C 0.374050 -3.870694 -0.035308 0.4 0.2 0.3
C -0.742407 -2.892826 -0.369605 0.0 -0.8 0.0
O -0.772307 -1.782985 0.530207 0.3 0.3 0.0
C -1.350153 -0.646432 0.073561 -0.4 -1.3 0.8
C -2.067525 0.080085 1.201983 -0.6 0.5 -0.6
C -3.321271 0.781252 0.650881 0.0 0.1 0.0
C -4.575819 0.265555 1.353654 0.3 0.0 0.1
O -5.727244 0.927502 0.954348 -0.3 -0.1 0.1
C -6.253949 0.481900 -0.279985 0.1 0.2 -0.2
C -0.111474 0.227495 -0.589714 1.1 0.8 -0.6
C 0.953069 0.605597 0.424271 -0.2 -0.3 0.1
C 2.248747 0.912551 -0.311575 0.4 0.0 0.2
C 3.360934 1.406486 0.616979 -0.1 -0.1 -0.4
C 4.514200 2.077220 -0.131290 0.1 0.1 0.0
S 5.096393 1.038890 -1.468334 -0.8 -0.6 0.8
O 4.359519 1.236788 -2.639032 -0.6 0.9 -1.4
O 5.310445 -0.278618 -1.025145 0.7 -0.9 0.9
Cl 7.035339 1.798081 -1.922222 0.9 0.3 0.1
O -0.599561 1.207037 -1.387615 -0.3 -0.1 0.3
C -0.907738 2.487342 -0.836264 -0.2 0.4 0.0
H 0.975529 -3.100855 1.896377 0.0 0.2 0.3
H 1.903243 -2.449310 0.509539 0.1 0.3 0.1
H 2.174996 -4.077124 1.070971 0.3 -0.2 0.1
H 0.884119 -4.128758 -0.953294 0.0 -0.1 -0.3
H -0.033019 -4.794482 0.352344 -0.2 -0.2 0.2
H -0.661483 -2.564971 -1.403190 0.0 0.5 -0.1
H -1.703065 -3.393188 -0.271871 -0.3 0.1 0.0
H -1.989593 -0.914141 -0.762009 -0.2 0.5 -0.4
H -2.398685 -0.680987 1.898275 0.2 -0.2 0.3
H -1.441951 0.784821 1.728519 0.3 0.0 0.2
H -3.428226 0.610509 -0.415662 0.0 -0.1 -0.3
H -3.265104 1.857257 0.766019 0.0 0.2 0.1
H -4.456243 0.418183 2.421366 -0.1 0.1 0.3
H -4.640667 -0.817883 1.207417 -0.2 -0.2 -0.1
H -7.276039 0.814899 -0.362436 -0.3 0.2 0.2
H -6.249776 -0.603019 -0.361451 0.1 -0.2 0.1
H -5.708938 0.915601 -1.117662 0.2 0.0 -0.2
H 0.339981 -0.493133 -1.267479 -0.2 -0.4 -0.2
H 1.121106 -0.284940 1.020097 0.0 -0.2 0.3
H 0.653015 1.380024 1.117593 -0.1 0.4 0.0
H 2.586023 -0.016979 -0.757440 0.1 -0.2 -0.3
H 2.120561 1.602969 -1.138058 -0.3 0.3 -0.1
H 3.756448 0.605725 1.225048 0.0 -0.3 0.2
H 2.962477 2.160939 1.286200 0.1 0.3 0.2
H 5.361019 2.244976 0.520051 0.2 0.1 0.1
H 4.173427 3.001372 -0.581182 0.2 0.2 -0.3
H -1.814581 2.832375 -1.308388 -0.2 0.0 -0.2
H -1.068307 2.479820 0.231293 0.1 -0.2 0.3
H -0.133453 3.209231 -1.069036 0.4 -0.1 -0.1
Cu 9.018147 0.660889 -1.227177 -0.5 0.2 -0.1
```
Positions in Å, forces in eV/Å.

The HOMO energy (spin up / spin down) is -14.00 / -13.94 eV. Its HOMO-LUMO gap (spin up / spin down) is 0.228 / 0.165 hartree. Its strongest force on any atom is 0.034 hartree/bohr. For the total energy, the calculation gives -3425.1389 a.u. Its net charge is +2. The spin multiplicity is 2.